The following is a DFT calculation (ωB97M-V/def2-TZVPD) of 4 unconnected molecules or ions with the total composition C24H28Br2ClF27N3O5S in a non-equilibrium geometry.

Last column: Mulliken charge in e.
Positions of all 91 atoms, in Å:
N (-7.219, 1.074, 0.195)  -0.460
C (-5.912, 0.742, -0.555)  -0.073
N (-5.729, -0.563, -1.296)  -0.068
C (-7.025, -1.122, -1.840)  -0.854
C (-7.665, -0.297, -3.104)  -0.427
C (-6.652, -0.066, -4.372)  -0.184
C (-7.354, 1.129, -5.304)  -0.677
S (-6.718, 2.849, -4.923)  1.005
O (-7.366, 3.950, -5.844)  -0.534
O (-5.189, 2.962, -5.129)  -0.529
Cl (-7.129, 3.402, -2.937)  -0.188
N (-4.865, 1.665, -0.541)  0.097
C (-3.541, 1.484, -1.257)  -0.554
C (-2.260, 1.191, -0.271)  -0.705
C (-2.031, -0.384, 0.118)  0.351
F (-2.606, -1.360, -0.834)  -0.322
Br (-2.682, -0.620, 2.024)  -0.032
C (-0.383, -0.673, 0.121)  0.422
F (0.061, -0.711, -1.322)  -0.243
F (0.382, 0.362, 0.864)  -0.152
Br (-0.040, -2.555, 0.809)  -0.011
H (-8.003, 1.218, -0.502)  0.351
H (-7.453, 0.323, 0.882)  0.336
H (-5.274, -1.284, -0.680)  0.283
H (-6.774, -2.219, -2.231)  0.378
H (-7.810, -1.229, -0.977)  0.340
H (-8.562, -0.969, -3.517)  0.341
H (-8.123, 0.726, -2.741)  0.190
H (-6.527, -1.036, -5.047)  0.354
H (-5.580, 0.311, -4.093)  0.060
H (-7.325, 0.827, -6.438)  0.398
H (-8.508, 1.125, -4.998)  0.362
H (-4.986, 2.579, -0.012)  0.354
H (-3.569, 0.698, -2.139)  0.235
H (-3.312, 2.530, -1.785)  0.396
H (-2.264, 1.805, 0.731)  0.392
H (-1.294, 1.532, -0.880)  0.329
C (2.929, -0.394, 3.158)  -0.729
C (2.885, -1.813, 3.744)  0.752
C (1.826, -2.033, 4.820)  0.146
F (2.016, -1.241, 5.898)  -0.227
F (1.868, -3.314, 5.278)  -0.278
F (4.124, -2.152, 4.190)  -0.291
F (2.620, -2.671, 2.707)  -0.173
O (3.915, 0.484, 3.707)  -0.384
C (3.536, 1.152, 4.909)  0.752
C (4.400, 0.749, 6.112)  0.208
F (4.335, -0.586, 6.350)  -0.214
F (3.976, 1.365, 7.247)  -0.258
F (2.211, 0.967, 5.124)  -0.276
F (3.692, 2.481, 4.659)  -0.278
H (3.220, -0.503, 2.106)  0.503
H (1.939, 0.076, 3.119)  0.278
H (0.820, -1.855, 4.429)  0.241
H (5.448, 1.012, 5.948)  0.252
C (1.654, -6.183, -2.212)  -0.745
C (2.911, -5.937, -3.060)  0.893
C (3.987, -7.013, -2.943)  0.080
F (4.461, -7.130, -1.683)  -0.206
F (5.057, -6.706, -3.725)  -0.277
F (3.409, -4.704, -2.777)  -0.260
F (2.510, -5.881, -4.371)  -0.334
O (1.599, -5.500, -0.957)  -0.236
C (2.271, -6.148, 0.121)  0.568
C (3.459, -5.337, 0.655)  0.754
F (4.378, -5.097, -0.314)  -0.229
F (4.106, -6.009, 1.644)  -0.265
F (2.616, -7.403, -0.257)  -0.286
F (1.340, -6.297, 1.102)  -0.281
H (0.812, -5.770, -2.782)  0.393
H (1.417, -7.248, -2.109)  0.313
H (3.611, -7.988, -3.266)  0.290
H (3.130, -4.373, 1.052)  -0.165
C (3.187, 4.686, 0.977)  -0.652
C (4.357, 3.936, 0.324)  0.890
C (5.681, 4.028, 1.076)  0.192
F (6.126, 5.299, 1.181)  -0.235
F (6.653, 3.337, 0.421)  -0.277
F (4.489, 4.348, -0.965)  -0.280
F (4.000, 2.613, 0.253)  -0.274
O (2.904, 5.988, 0.457)  -0.438
C (3.691, 7.046, 1.000)  0.762
C (4.593, 7.714, -0.046)  0.205
F (5.445, 6.823, -0.615)  -0.209
F (5.365, 8.681, 0.518)  -0.252
F (4.378, 6.587, 2.073)  -0.265
F (2.803, 7.956, 1.486)  -0.299
H (2.283, 4.104, 0.754)  0.322
H (3.245, 4.687, 2.072)  0.406
H (5.596, 3.604, 2.081)  0.168
H (4.000, 8.169, -0.844)  0.240

Properties
E_tot	-10174.054440	a.u.
charge	+1